This record from OMol25 describes 15 unconnected molecules or ions with the total composition C16H62N16O15 at a distorted geometry. The level of theory is ωB97M-V/def2-TZVPD.

Its energy above the lowest of the compared OMol25 structures with the same formula, charge and spin is 55.8 kJ/mol. As for the total charge: 0. The energy comes out at -72148.6562 eV. For the LUMO energy, the calculation gives -0.087 eV. The calculation puts the HOMO energy at -8.568 eV. As for the largest force on an atom: 10.1 eV/Å.

Positions of all 109 atoms, in Å:
C 0.0530 -17.2990 -2.4050
C 1.0290 -17.4190 -3.5700
O 2.4010 -17.3660 -3.2420
H -1.0040 -17.0730 -2.6810
H 0.3550 -16.5300 -1.8290
H 0.0820 -18.1560 -1.7320
H 0.9330 -16.5570 -4.2260
H 0.8310 -18.2440 -4.2080
H 2.8560 -17.4030 -4.0740
C 6.3420 -14.1380 -7.3440
O 4.9810 -14.2970 -7.1330
N 6.7870 -14.0660 -8.5690
N 7.1760 -14.1140 -6.3530
H 6.2850 -14.2510 -9.4210
H 7.7830 -14.1630 -8.6760
H 6.6970 -14.3340 -5.4650
H 8.1650 -13.8540 -6.3790
C 6.2130 -16.0210 -0.1850
O 7.5620 -15.9370 -0.0380
N 5.5610 -16.4930 0.7780
N 5.5590 -15.5010 -1.1360
H 6.0920 -17.0080 1.5450
H 4.5740 -16.7110 0.6990
H 6.0000 -15.3090 -1.9770
H 4.5140 -15.3840 -1.2450
C 3.1660 -14.0740 -2.3470
O 3.1410 -12.8870 -1.6410
N 3.3520 -14.0600 -3.6330
N 2.9280 -15.2180 -1.7780
H 3.2170 -13.0620 -3.9020
H 2.9980 -14.6730 -4.4480
H 2.7200 -15.2860 -0.7730
H 2.7900 -16.0720 -2.3270
C 10.0350 -13.7820 -5.2940
O 10.4460 -13.1120 -4.1910
N 9.8630 -13.2880 -6.5200
N 9.8030 -15.0520 -5.2870
H 9.7700 -13.9860 -7.2980
H 9.7710 -12.2520 -6.7480
H 10.0780 -15.5340 -4.3780
H 9.4080 -15.6930 -6.0020
C 7.0410 -21.6270 -4.3050
O 7.8760 -21.6270 -3.1760
N 7.2240 -22.4780 -5.2680
N 6.2870 -20.5990 -4.5450
H 8.0130 -23.0930 -5.1680
H 6.6540 -22.4730 -6.1400
H 6.1810 -19.7750 -3.8780
H 5.4900 -20.6360 -5.1230
C 6.0240 -15.9890 -4.4590
O 4.9080 -16.7230 -4.7390
N 5.9280 -14.7660 -4.0490
N 7.3060 -16.3960 -4.5500
H 4.8980 -14.4390 -3.8880
H 6.6550 -14.1470 -3.5970
H 7.3730 -17.3650 -4.7950
H 8.1440 -15.8020 -4.5370
C 9.2810 -16.2400 -8.1310
O 9.3340 -14.9060 -8.5220
N 8.5710 -16.5030 -7.0800
N 9.9680 -17.1970 -8.6570
H 7.9420 -15.7130 -6.7950
H 8.2450 -17.4350 -6.8570
H 10.6460 -16.7930 -9.3330
H 10.3800 -17.9430 -8.0060
C 2.4590 -16.0410 -6.8730
O 2.4020 -15.3680 -5.7300
N 3.3620 -16.9680 -7.0110
N 1.5510 -15.9680 -7.7990
H 3.9990 -16.9730 -6.2010
H 3.8640 -17.0450 -7.8850
H 0.8100 -15.1860 -7.7520
H 1.5000 -16.6460 -8.5510
C 5.6970 -18.6480 -2.0450
O 6.9840 -18.4840 -2.6020
H 5.0360 -17.8940 -2.3280
H 5.8470 -18.6410 -0.9540
H 5.1030 -19.5340 -2.2770
H 7.1370 -17.5490 -2.7010
C 7.3000 -11.2920 -5.1180
O 6.7200 -10.0490 -4.8330
H 6.7410 -12.0970 -4.7520
H 8.3420 -11.3710 -4.8240
H 7.3280 -11.3790 -6.2160
H 5.8810 -10.1600 -5.2840
C 9.0180 -18.9560 -5.1940
O 7.8140 -18.8630 -5.9080
H 9.4720 -19.9050 -5.3430
H 8.7880 -19.0390 -4.1210
H 9.6930 -18.2020 -5.5580
H 7.2340 -19.5530 -5.5050
C 9.9020 -16.4650 -2.1420
O 10.8040 -16.5640 -3.1380
H 9.6930 -17.5020 -1.7170
H 9.0220 -15.9770 -2.5530
H 10.1860 -15.8240 -1.3130
H 11.6510 -16.7250 -2.6700
C 3.2880 -19.8580 -5.1280
O 3.7330 -21.2240 -5.3350
H 3.9180 -19.2400 -4.5430
H 2.2520 -20.0920 -4.6850
H 2.9060 -19.3840 -5.9400
H 3.0160 -21.7300 -5.6620
C 7.7670 -12.6600 -1.7510
O 8.0790 -13.4970 -2.8580
H 6.9180 -13.1320 -1.3010
H 7.3970 -11.7300 -2.1280
H 8.5080 -12.5480 -0.9810
H 8.9870 -13.3380 -3.1950

---

This record from OMol25 describes a molecular structure, C22H25FNOPb at a distorted geometry. The level of theory is ωB97M-V/def2-TZVPD.

As for the total charge: +1. The energy comes out at -34712.3614 eV. For the LUMO energy (spin up / spin down), the calculation gives -4.219 / -5.343 eV. The calculation puts the HOMO energy (spin up / spin down) at -10.509 / -10.589 eV. As for the largest force on an atom: 3.2 eV/Å.

Positions of all 51 atoms, in Å:
C 0.4069 -2.6380 2.2899
C 0.8260 -1.2876 2.3983
C -0.2815 -0.4549 2.0711
H 1.8054 -0.9350 2.7151
C -1.3831 -1.3032 1.7563
C -0.9541 -2.6529 1.8881
H -2.3974 -0.9529 1.5538
C 3.1579 -3.1250 -0.4477
C 3.5929 -2.1385 0.4839
C 3.2377 -0.8620 -0.0126
H 4.0805 -2.3316 1.4327
C 2.4904 -1.0494 -1.2134
C 2.5254 -2.4476 -1.5231
H -0.3014 0.6346 2.0844
H -1.5721 -3.5459 1.7692
H 1.0101 -3.5124 2.5321
H 2.0639 -2.9027 -2.3976
H 3.4902 0.1081 0.4229
H 3.2404 -4.2022 -0.3360
Pb -2.6914 -2.7597 -0.8596
C 1.4888 -0.0692 -1.7973
C 1.5630 -0.0209 -3.3263
C 1.6438 1.3446 -1.2335
H 2.5816 0.1606 -3.6987
H 0.9503 0.8028 -3.7036
H 1.2101 -0.9507 -3.7745
H 2.6440 1.7506 -1.4294
H 1.4578 1.3623 -0.1518
H 0.9131 1.9957 -1.7272
C 0.1009 -0.6359 -1.2510
C -1.2381 -0.1108 -1.6759
H 0.1742 -0.5178 -0.1477
H 0.0551 -1.7278 -1.3806
O -2.1971 -0.9556 -1.8701
N -1.5428 1.2102 -1.6716
C -2.7934 1.6484 -0.9007
H -1.4494 1.6655 -2.5783
C -2.3562 2.1934 0.4389
C -3.0346 1.9801 1.6571
H -3.9285 1.3418 1.6836
C -2.5696 2.5967 2.8323
H -3.1053 2.4491 3.7810
C -1.4247 3.4107 2.7943
H -1.0814 3.9099 3.7016
C -0.7312 3.6082 1.5929
H 0.1724 4.2266 1.5450
C -1.2138 3.0002 0.4285
H -0.7056 3.1488 -0.5266
H -3.4682 0.7878 -0.8130
H -3.3004 2.4293 -1.4883
F -1.1613 -3.6759 -1.9171